1.
Entry from the Open Molecules 2025 dataset: a molecular structure, C7H13N in a non-equilibrium geometry (the ωB97M-V functional and the def2-TZVPD basis).

The spin multiplicity is 1. The HOMO energy is -8.125 eV. The value obtained for the orbital gap is 9.140 eV. The calculation puts the energy above the lowest of the compared OMol25 structures with the same formula, charge and spin at 95.3 kcal/mol.

```
21
Properties=species:S:1:pos:R:3:lowdin_charge:R:1
N -2.673 2.389 -1.146 0.02
C -0.209 -2.041 1.028 -0.11
C 0.484 -1.308 -0.099 -0.32
C 0.473 1.191 1.253 0.03
C 0.071 0.582 0.160 -0.24
C -0.624 0.657 -1.051 -0.11
C 1.992 -1.430 -0.095 -0.11
C -1.411 2.412 -1.002 -0.15
H -1.557 0.099 -1.110 0.10
H 2.443 -0.874 -0.922 0.07
H -0.837 3.350 -0.878 0.08
H -0.004 0.690 -1.944 0.10
H -1.294 -1.906 0.985 0.08
H 2.305 -2.478 -0.206 0.08
H 0.247 2.234 1.440 0.06
H 1.061 0.662 1.997 0.06
H 0.095 -1.663 -1.057 0.11
H 2.425 -1.065 0.842 0.07
H 0.141 -1.700 2.007 0.07
H -3.104 3.323 -1.177 0.04
H -0.023 -3.123 0.974 0.08
```

2.
Entry from the Open Molecules 2025 dataset: a single C7H13N molecule in a non-equilibrium geometry (the ωB97M-V functional and the def2-TZVPD basis).

The spin multiplicity is 1. The HOMO energy is -8.863 eV. The value obtained for the orbital gap is 9.824 eV. The calculation puts the energy above the lowest of the compared OMol25 structures with the same formula, charge and spin at 35.1 kcal/mol.

```
21
Properties=species:S:1:pos:R:3:lowdin_charge:R:1
N -0.755 -1.507 -1.665 0.04
C 0.124 0.023 0.930 -0.29
C -0.362 0.942 -2.216 -0.07
C 0.189 -0.355 -1.671 -0.45
C 1.038 0.131 2.109 -0.14
C -1.188 0.172 1.088 0.06
C 0.895 -0.288 -0.322 -0.15
C 0.671 0.272 3.372 0.01
H -1.429 -1.413 -0.917 0.04
H 1.375 0.266 4.197 0.06
H -0.354 0.398 3.668 0.05
H 0.909 -0.760 -2.375 0.12
H 1.409 -1.245 -0.200 0.13
H -1.875 0.005 0.266 0.05
H 0.375 1.743 -2.249 0.08
H 1.688 0.443 -0.454 0.12
H -1.196 -1.653 -2.561 0.07
H -1.226 1.236 -1.612 0.07
H -1.693 0.597 1.944 0.06
H -0.705 0.876 -3.255 0.07
H 2.111 0.116 1.923 0.10
```

3.
Entry from the Open Molecules 2025 dataset: 2 unconnected molecules or ions with the total composition C7H13N in a non-equilibrium geometry (the ωB97M-V functional and the def2-TZVPD basis).

The spin multiplicity is 2. Its total charge is +1. The HOMO energy (alpha / beta) is -12.778 / -12.767 eV. The value obtained for the orbital gap (alpha / beta) is 5.706 / 5.913 eV. The calculation puts the energy above the lowest of the compared OMol25 structures with the same formula, charge and spin at 123.4 kcal/mol.

```
21
Properties=species:S:1:pos:R:3:lowdin_charge:R:1
N -0.427 -0.493 1.823 0.01
C 1.348 1.484 0.056 -0.11
C 0.147 -0.035 -1.771 -0.15
C 0.861 0.889 -0.958 0.14
C -1.263 -0.443 -1.254 -0.16
C 1.138 2.276 1.204 0.07
C -0.130 -1.529 0.805 -0.27
C -1.207 -1.617 -0.255 -0.20
H -0.525 0.469 1.528 0.03
H 0.422 3.079 1.016 0.09
H -1.921 -0.647 -2.105 0.12
H 0.780 -0.929 -2.023 0.18
H -1.775 0.414 -0.815 0.12
H 1.934 2.622 1.849 0.08
H -1.254 -0.771 2.336 0.08
H 0.009 0.308 -2.812 0.15
H -2.217 -1.875 0.104 0.13
H 0.866 -1.333 0.429 0.08
H -0.128 -2.457 1.375 0.12
H -0.956 -2.514 -0.877 0.13
H 2.425 0.572 0.663 0.37
```

4.
Entry from the Open Molecules 2025 dataset: a gas-phase ion, C7H13N2 (charge +1) in a non-equilibrium geometry (the ωB97M-V functional and the def2-TZVPD basis).

The spin multiplicity is 1. Its total charge is +1. The HOMO energy is -12.251 eV. The value obtained for the orbital gap is 8.871 eV. The calculation puts the energy above the lowest of the compared OMol25 structures with the same formula, charge and spin at 142.3 kcal/mol.

```
22
Properties=species:S:1:pos:R:3:lowdin_charge:R:1
N -1.608 -0.446 0.434 -0.25
N 1.162 1.632 -0.117 0.27
C -0.581 0.280 1.204 -0.07
C -1.145 -1.656 0.019 0.05
C 1.805 -0.790 0.722 -0.06
C -2.397 0.323 -0.428 -0.10
C 0.757 0.295 0.357 -0.39
C 2.324 -1.133 -0.679 -0.03
C 0.754 -0.950 -0.438 -0.03
H -0.913 -2.440 0.668 0.09
H -2.706 1.381 -0.118 0.12
H -3.446 -0.219 -0.625 0.14
H 1.890 -1.177 1.654 0.09
H -2.059 0.192 -1.410 0.06
H -0.971 1.327 1.475 0.15
H 1.439 2.227 0.745 0.23
H -0.337 -0.204 2.123 0.12
H 2.863 -0.427 -1.258 0.06
H 0.409 2.016 -0.641 0.15
H 1.916 1.372 -0.718 0.14
H 2.770 -2.202 -0.755 0.14
H -1.567 -2.015 -0.901 0.11
```

5.
Entry from the Open Molecules 2025 dataset: a gas-phase ion, C7H13N2 (charge +1) in a non-equilibrium geometry (the ωB97M-V functional and the def2-TZVPD basis).

The spin multiplicity is 1. Its total charge is +1. The HOMO energy is -14.261 eV. The value obtained for the orbital gap is 10.201 eV. The calculation puts the energy above the lowest of the compared OMol25 structures with the same formula, charge and spin at 82.6 kcal/mol.

```
22
Properties=species:S:1:pos:R:3:lowdin_charge:R:1
N -0.151 -0.696 1.875 0.14
N 0.019 -0.250 -0.683 0.19
C 2.748 -0.859 -2.166 -0.02
C -1.081 0.037 1.477 -0.35
C 1.039 -0.707 -0.396 0.06
C 2.426 -1.105 -0.625 -0.13
C -1.214 0.006 -0.113 -0.32
C -1.804 1.191 -0.886 -0.04
C -1.902 1.044 2.280 -0.01
H -1.195 2.011 2.145 0.16
H 3.298 -0.649 -0.054 0.16
H 2.632 0.171 -2.255 0.06
H -1.314 2.188 -0.597 0.11
H -1.551 1.044 -1.961 0.10
H 1.870 -1.365 -2.601 0.09
H -1.942 -0.893 -0.305 0.20
H 3.700 -1.328 -2.306 0.09
H -0.193 -0.942 2.924 0.14
H -2.805 1.245 -0.391 0.09
H 2.294 -2.176 -0.481 0.13
H -2.885 1.258 1.801 0.08
H -1.988 0.776 3.317 0.07
```

6.
Entry from the Open Molecules 2025 dataset: a molecular structure, C7H13N2 in a non-equilibrium geometry (the ωB97M-V functional and the def2-TZVPD basis).

The spin multiplicity is 1. Its total charge is +1. The HOMO energy is -14.184 eV. The value obtained for the orbital gap is 11.256 eV. The calculation puts the energy above the lowest of the compared OMol25 structures with the same formula, charge and spin at 72.7 kcal/mol.

```
22
Properties=species:S:1:pos:R:3:lowdin_charge:R:1
N 1.800 -2.140 0.052 0.22
N 2.171 0.227 -0.172 0.06
C -0.713 0.838 0.421 -0.26
C 1.531 -0.856 0.119 -0.18
C -1.137 -0.368 -0.287 -0.26
C 0.214 1.773 -0.360 -0.13
C -2.543 -1.019 -0.209 -0.04
C 1.614 1.540 0.103 -0.16
C -0.190 -0.448 0.900 0.00
H 1.038 -2.648 0.404 0.11
H 2.604 -2.534 -0.395 0.14
H -0.652 -0.360 -1.334 0.17
H 0.008 2.870 -0.266 0.14
H -3.322 -0.235 -0.525 0.11
H 3.042 0.106 -0.784 0.21
H -2.821 -1.483 0.821 0.12
H -0.155 -1.038 1.826 0.14
H 0.062 1.650 -1.417 0.12
H -2.578 -1.812 -0.839 0.02
H -1.288 1.521 1.117 0.18
H 1.721 1.576 1.192 0.15
H 2.356 2.116 -0.501 0.15
```

| no. | total energy (eV) | M (Da) |
| --- | --- | --- |
| 1 | -8955.8016 | 111.19 |
| 2 | -8958.4109 | 111.19 |
| 3 | -8946.3303 | 111.19 |
| 4 | -10438.0265 | 125.19 |
| 5 | -10440.6161 | 125.19 |
| 6 | -10441.0432 | 125.19 |